Record 1
Entry from OMol25: a structure of composition C16H24N2O2 in a non-equilibrium geometry (the ωB97M-V functional and the def2-TZVPD basis).

Summary:
Frontier orbital gap: 0.2866 Ha

The geometry in ORCA input format:
```
! wB97M-V def2-TZVPD RIJCOSX def2/J DEFGRID3
* xyz 0 1
O -0.26627 -0.61160 -1.33583
C -0.08838 -1.57301 -0.67800
N 1.09840 -1.92243 -0.21076
H 1.00197 -2.80258 0.45392
C 2.21713 -1.52170 -0.59541
H 1.95775 -0.75741 -1.23132
C 2.56784 -0.66762 0.95694
N 3.85332 0.24062 0.51770
C 3.75952 1.31849 -0.43044
C 5.09054 2.12635 -0.16268
O 6.17696 1.62656 -0.30367
C 6.17910 0.45368 0.48876
C 5.09665 -0.74904 0.31436
H 5.13933 -1.27586 1.20983
H 5.09781 -1.03031 -0.70887
H 7.14212 -0.20986 0.51359
H 6.33502 0.58343 1.67281
H 5.04251 2.91107 -0.82190
H 5.13697 2.72416 0.78882
H 2.88177 1.93000 -0.04351
H 3.75212 0.90981 -1.46124
H 2.68501 -1.13344 1.78568
H 1.85656 0.27566 1.11611
H 2.88244 -2.03573 -0.54900
C -1.44110 -2.22823 -0.48270
H -1.37158 -3.26933 -0.88113
H -1.30103 -2.90290 0.79408
C -2.71057 -1.46863 -0.43736
H -3.67245 -2.34793 -0.17671
H -2.74673 -1.25013 -1.34070
C -2.85580 -0.37893 0.56115
C -4.17328 0.24686 0.26694
C -4.17423 1.30047 -0.56083
C -5.40702 1.81442 -0.84018
C -6.55278 1.57637 -0.07926
C -6.42570 0.86091 0.92570
C -5.25858 -0.01640 0.95063
H -5.25180 -0.77047 2.14982
H -7.36732 0.46447 1.48209
H -7.55713 2.30362 -0.17103
H -5.33982 2.63296 -1.41706
H -3.45818 1.56602 -0.91542
H -2.11017 0.13482 0.51591
H -2.89256 -1.04136 1.65088
*
```

These are the Mulliken partial charges, in e, on atoms 1 to 4: O -0.658; C 0.641; N -0.091; H 0.314



Record 2
Entry from OMol25: an isolated molecule of C2H2FIS in a non-equilibrium geometry (the ωB97M-V functional and the def2-TZVPD basis).

Summary:
Frontier orbital gap: 0.3143 Ha
SMILES: FC(=S)CI

The geometry in ORCA input format:
```
! wB97M-V def2-TZVPD RIJCOSX def2/J DEFGRID3
* xyz 0 1
C 0.48882 0.67594 -0.02766
C -0.37360 -0.50612 -0.13990
F 1.18636 0.60615 1.14730
S 0.91664 1.87598 -0.99452
I -1.93476 -0.88189 1.37959
H -0.69507 -0.54079 -1.32945
H 0.41162 -1.22926 -0.03536
*
```

These are the Mulliken partial charges, in e, on atoms 1 to 4: C 0.283; C -0.668; F -0.194; S -0.234



Record 3
Entry from OMol25: an isolated molecule of C19H16N2O5 in a non-equilibrium geometry (the ωB97M-V functional and the def2-TZVPD basis).

Summary:
Frontier orbital gap: 0.2432 Ha
SMILES: COC(CNC(=O)c1ccc2c3c(onc13)-c1ccccc1C2=O)OC

The geometry in ORCA input format:
```
! wB97M-V def2-TZVPD RIJCOSX def2/J DEFGRID3
* xyz 0 1
O -0.56197 0.27374 -5.29699
O -0.32113 -3.54068 0.43311
N -1.07040 0.89816 0.30203
O -0.96345 2.17201 -0.24087
O 0.78869 -2.57959 4.84231
O 1.64430 -1.78229 2.89262
C -0.55688 0.89956 -4.26479
C -0.59501 -2.28786 0.55600
C -0.79724 1.93986 -1.59053
C -0.90565 4.62035 -4.90992
C -1.05231 5.12159 -3.66533
C -0.55939 3.26897 -5.16513
C -1.09363 4.20197 -2.52852
C -0.37879 -2.04630 -1.93200
C -0.39517 -1.30749 -3.12525
C -0.60531 2.39384 -4.07267
C -0.75561 2.87823 -2.72756
C -0.67272 -1.46661 -0.63012
C -0.46407 0.07033 -3.04268
C -0.78341 -0.00700 -0.60290
C -0.60304 0.60578 -1.81814
N -0.88899 -1.72211 1.74397
C 1.40156 -2.15173 6.02544
C 2.99407 -1.80550 3.38831
C 0.53261 -1.70568 3.77142
C -0.63964 -2.44028 2.94737
H -0.94569 5.25076 -5.77182
H -1.42845 6.18894 -3.48764
H -0.47210 3.04743 -6.21104
H -1.40186 4.56343 -1.54650
H -0.36444 -3.11073 -1.95951
H -0.36523 -1.70626 -4.14762
H -0.89409 -0.72132 1.87064
H 2.41218 -2.44227 6.15080
H 0.86143 -2.46112 6.92819
H 1.34439 -1.08053 5.93791
H 3.09028 -2.81851 3.90508
H 3.27596 -0.99808 4.11427
H 3.79917 -1.78759 2.59278
H 0.38335 -0.62312 4.01634
H -1.56428 -2.29119 3.58501
H -0.42804 -3.51114 2.73395
*
```

These are the Mulliken partial charges, in e, on atoms 1 to 4: O -0.668; O -0.752; N -0.662; O -0.336



Record 4
Entry from OMol25: a structure of composition C32H51N4O2P2Sn in a non-equilibrium geometry (the ωB97M-V functional and the def2-TZVPD basis).

Summary:
Frontier orbital gap (alpha / beta): 0.2123 / 0.2286 Ha

The geometry in ORCA input format:
```
! wB97M-V def2-TZVPD RIJCOSX def2/J DEFGRID3
* xyz 3 1
C 1.79227 -1.84186 -0.96427
C 1.78607 0.33601 -1.82401
C 2.75023 -2.18538 -1.90688
C 2.42505 -0.08510 -2.99910
C 3.06077 -1.29868 -2.93632
H 3.19810 -3.18136 -1.87613
H 2.60937 0.70512 -3.71837
H 3.73179 -1.55564 -3.72136
N 1.34392 -0.57023 -0.88858
P -0.29360 -2.69627 0.78876
P 0.87755 2.29078 -0.16834
C 1.37544 -2.95013 0.02683
H 1.37382 -3.93765 -0.48629
H 2.13911 -3.06367 0.82266
C 1.74466 1.77004 -1.57873
H 1.24110 2.28609 -2.43871
C -0.57830 3.71526 -0.13085
C 2.55631 3.02913 0.31208
C -1.45872 -3.47531 -0.49076
C -0.25094 -3.59585 2.47837
C -1.87876 3.24048 0.53483
H -1.72933 2.93848 1.57862
H -2.60135 4.08047 0.53547
H -2.33585 2.40198 0.00137
C -0.12098 4.96003 0.63701
H 0.06036 4.74027 1.69724
H 0.76911 5.42691 0.19760
H -0.92971 5.71215 0.59760
C -0.86214 4.06707 -1.58348
H -1.63262 4.85355 -1.60574
H 0.02135 4.43841 -2.12206
H -1.28386 3.21690 -2.13311
C 2.56193 3.52624 1.74629
H 2.00468 2.85916 2.41879
H 3.61070 3.56120 2.08243
H 2.14614 4.53686 1.82046
C 3.57319 1.87292 0.14697
H 3.25383 0.99332 0.72896
H 3.68896 1.57633 -0.91052
H 4.57077 2.20126 0.44699
C 2.78765 4.12276 -0.75920
H 2.09947 4.05942 -1.62120
H 2.72446 5.14099 -0.35241
H 3.78776 3.97916 -1.19227
C -1.64096 -3.45452 3.11347
H -1.58556 -3.78199 4.15937
H -1.99272 -2.41350 3.11224
H -2.39374 -4.07948 2.61890
C 0.78776 -2.89522 3.36716
H 1.79954 -2.92036 2.94500
H 0.51248 -1.85925 3.59596
H 0.82584 -3.43381 4.32510
C 0.14035 -5.07140 2.31700
H 0.39563 -5.46503 3.31268
H -0.68183 -5.69064 1.93841
H 1.02075 -5.21427 1.67231
C -1.18662 -2.89908 -1.88867
H -1.89044 -3.36942 -2.59426
H -1.33562 -1.81897 -1.93320
H -0.17689 -3.13070 -2.25039
C -2.90108 -3.15574 -0.06916
H -3.07194 -2.07429 0.01635
H -3.57713 -3.56075 -0.83603
H -3.16011 -3.63849 0.88090
C -1.27236 -4.99435 -0.60321
H -0.23328 -5.28412 -0.80824
H -1.63515 -5.53040 0.28013
H -1.88099 -5.33345 -1.45599
Sn 0.00117 -0.03716 0.94166
C 2.10374 0.00134 2.47831
O 2.80281 0.05646 3.39306
N -1.90525 0.17571 -0.62027
C -1.99055 0.28189 -1.81295
C -2.19178 0.82085 -3.14760
C -3.55335 0.82839 -3.50433
C -1.23762 1.14136 -4.20055
C -3.97249 0.97955 -4.82813
H -4.36760 0.59965 -2.80851
C -1.67834 1.33378 -5.52122
H -0.16362 1.24646 -4.05924
C -3.04658 1.23467 -5.85555
H -5.05068 0.87481 -5.00216
H -0.99261 1.54621 -6.35792
H -3.40396 1.36676 -6.90311
N 0.71621 1.25254 5.65343
C -0.16826 0.94593 4.66487
N -1.08411 -0.03194 5.00643
O -0.06437 1.41065 3.50521
H 0.47991 1.01577 6.61890
H 1.34920 2.01339 5.49498
H -1.92493 -0.03384 4.45074
H -1.23260 -0.15562 6.00752
*
```

These are the Mulliken partial charges, in e, on atoms 1 to 4: C 0.100; C -0.392; C -0.738; C -1.078